# C62H157N11O20

A 11-piece molecular cluster, C62H157N11O20 overall (ωB97M-V/def2-TZVPD, the Open Molecules 2025 dataset).

The calculation puts the relative energy (zero: lowest compared OMol25 entry of this formula, charge and spin) at 284.53 kcal/mol. For the HOMO-LUMO gap, the calculation gives 0.3279 Eh. For the max |F|, the calculation gives 4.8 eV Å⁻¹. The structure (SMILES) is COC[C@H](C)N.COC[C@H](C)N.COCCNCCOC.COCCNCCOC.COCCNCCOC.COCCNCCOC.COCCNCCOC.COCCNCCOC.COCCNCCOC.COCCNCCOC.COCCNCCOC. For the molar mass, the calculation gives 1376.995 u.

Last column: Löwdin charge in e.
CARTESIAN COORDINATES (ANGSTROEM)
C: -1.700 1.426 0.375  -0.11
O: -0.719 0.542 -0.134  -0.20
C: 0.390 1.225 -0.613  -0.23
C: 1.563 0.324 -1.027  -0.42
C: 2.836 1.146 -1.110  -0.08
N: 1.210 -0.246 -2.345  0.03
H: -1.843 2.388 -0.116  0.09
H: -1.613 1.557 1.453  0.09
H: -2.574 0.803 0.181  0.09
H: 0.047 1.822 -1.458  0.13
H: 0.612 1.819 0.273  0.12
H: 1.757 -0.539 -0.390  0.13
H: 3.628 0.418 -1.282  0.07
H: 3.255 1.665 -0.248  0.08
H: 2.788 1.777 -1.998  0.08
H: 1.594 -1.164 -2.521  0.07
H: 0.242 -0.495 -2.203  0.06
C: -2.013 5.163 13.313  -0.06
O: -2.101 4.229 12.191  -0.23
C: -3.106 4.560 11.180  -0.19
C: -3.454 3.292 10.278  -0.42
C: -4.465 3.522 9.166  -0.07
N: -3.984 2.315 11.225  0.02
H: -1.245 4.873 14.029  0.09
H: -3.058 5.403 13.510  0.08
H: -1.720 6.070 12.783  0.07
H: -4.017 5.082 11.472  0.12
H: -2.683 5.286 10.486  0.11
H: -2.524 2.903 9.863  0.13
H: -4.197 4.384 8.554  0.07
H: -5.503 3.567 9.497  0.08
H: -4.459 2.690 8.462  0.08
H: -4.702 2.870 11.669  0.06
H: -3.297 2.117 11.938  0.06
C: 5.263 -7.866 -3.631  -0.07
O: 6.344 -8.557 -2.956  -0.22
C: 6.497 -9.927 -3.152  -0.22
C: 7.799 -10.315 -2.294  -0.20
N: 9.016 -10.157 -3.016  -0.07
C: 9.136 -11.048 -4.196  -0.20
C: 10.093 -10.375 -5.131  -0.24
O: 10.264 -11.209 -6.272  -0.19
C: 11.243 -10.658 -7.189  -0.09
H: 5.439 -6.810 -3.426  0.08
H: 4.378 -8.075 -3.029  0.08
H: 5.261 -8.085 -4.698  0.09
H: 6.644 -10.204 -4.196  0.10
H: 5.645 -10.531 -2.838  0.11
H: 7.749 -11.282 -1.793  0.11
H: 7.744 -9.755 -1.361  0.11
H: 9.025 -9.224 -3.402  0.10
H: 8.210 -11.348 -4.687  0.11
H: 9.478 -11.994 -3.775  0.12
H: 11.047 -10.156 -4.652  0.13
H: 9.780 -9.367 -5.402  0.12
H: 12.265 -10.470 -6.860  0.09
H: 10.762 -9.749 -7.551  0.08
H: 11.139 -11.277 -8.079  0.08
C: -11.193 -3.714 0.228  -0.11
O: -10.469 -3.466 1.415  -0.21
C: -9.056 -3.190 1.229  -0.19
C: -8.473 -2.793 2.593  -0.25
N: -8.703 -3.840 3.532  -0.07
C: -8.663 -3.272 4.928  -0.17
C: -9.014 -4.369 6.053  -0.15
O: -10.390 -4.815 5.755  -0.19
C: -10.736 -5.977 6.386  -0.16
H: -12.258 -3.765 0.451  0.09
H: -10.974 -4.738 -0.076  0.08
H: -11.006 -2.988 -0.563  0.09
H: -8.908 -2.435 0.457  0.12
H: -8.532 -4.080 0.881  0.11
H: -8.984 -1.878 2.892  0.11
H: -7.386 -2.723 2.632  0.12
H: -9.688 -4.026 3.412  0.08
H: -9.196 -2.327 5.029  0.10
H: -7.632 -2.966 5.108  0.10
H: -8.826 -4.041 7.075  0.11
H: -8.173 -5.060 5.990  0.11
H: -9.992 -6.749 6.188  0.08
H: -11.638 -6.338 5.892  0.09
H: -10.888 -5.837 7.456  0.09
C: 2.256 10.051 6.631  -0.10
O: 1.442 9.903 5.448  -0.20
C: 2.121 9.167 4.430  -0.25
C: 1.165 8.511 3.456  -0.20
N: 0.333 9.568 2.784  -0.03
C: -0.331 9.077 1.521  -0.21
C: -0.569 10.244 0.603  -0.28
O: -1.517 9.971 -0.356  -0.17
C: -1.227 9.382 -1.610  -0.10
H: 1.753 10.908 7.079  0.09
H: 3.297 10.308 6.434  0.08
H: 2.190 9.148 7.238  0.08
H: 2.739 8.434 4.949  0.11
H: 2.838 9.743 3.845  0.12
H: 0.511 7.751 3.884  0.12
H: 1.856 8.173 2.684  0.11
H: -0.414 9.577 3.465  0.10
H: -1.263 8.515 1.566  0.12
H: 0.241 8.316 0.990  0.11
H: 0.364 10.652 0.216  0.12
H: -0.820 11.118 1.203  0.12
H: -0.991 10.002 -2.474  0.08
H: -2.036 8.732 -1.944  0.08
H: -0.420 8.658 -1.493  0.08
C: -4.616 -5.755 -0.949  -0.12
O: -3.804 -6.611 -0.144  -0.20
C: -4.460 -6.963 1.148  -0.17
C: -5.523 -8.051 1.171  -0.21
N: -6.250 -7.916 2.454  -0.06
C: -7.311 -8.989 2.618  -0.18
C: -8.477 -8.824 1.655  -0.25
O: -8.287 -9.161 0.326  -0.19
C: -8.010 -10.517 0.128  -0.11
H: -5.540 -6.201 -1.320  0.07
H: -4.045 -5.448 -1.825  0.09
H: -5.005 -4.963 -0.309  0.07
H: -4.829 -6.025 1.563  0.11
H: -3.717 -7.308 1.867  0.12
H: -5.123 -9.057 1.298  0.12
H: -6.172 -7.992 0.298  0.11
H: -6.674 -7.000 2.447  0.09
H: -7.690 -8.921 3.637  0.11
H: -6.819 -9.961 2.656  0.10
H: -8.751 -7.769 1.660  0.12
H: -9.399 -9.311 1.973  0.12
H: -7.787 -10.651 -0.931  0.10
H: -8.747 -11.218 0.519  0.09
H: -7.134 -10.815 0.703  0.07
C: -10.262 8.343 -6.412  -0.10
O: -10.076 7.957 -5.050  -0.20
C: -8.928 8.482 -4.505  -0.26
C: -8.924 8.408 -2.948  -0.22
N: -8.988 7.005 -2.652  -0.09
C: -8.835 6.644 -1.189  -0.15
C: -8.979 5.110 -0.993  -0.23
O: -8.703 4.774 0.361  -0.19
C: -9.782 5.252 1.164  -0.11
H: -10.181 9.370 -6.768  0.09
H: -11.216 7.979 -6.793  0.08
H: -9.527 7.747 -6.953  0.09
H: -8.910 9.538 -4.775  0.11
H: -8.034 7.984 -4.880  0.12
H: -9.693 9.005 -2.457  0.12
H: -7.919 8.713 -2.658  0.12
H: -9.880 6.823 -3.089  0.10
H: -9.779 7.023 -0.798  0.10
H: -7.865 6.942 -0.792  0.13
H: -8.366 4.523 -1.678  0.12
H: -9.976 4.764 -1.265  0.11
H: -10.715 4.868 0.753  0.09
H: -9.746 6.339 1.229  0.08
H: -9.722 4.926 2.202  0.09
C: 11.343 1.532 -6.705  -0.09
O: 10.388 0.760 -5.946  -0.24
C: 9.258 0.197 -6.698  -0.16
C: 8.634 -1.019 -5.921  -0.17
N: 9.434 -2.302 -5.926  -0.06
C: 10.638 -2.177 -5.161  -0.25
C: 11.243 -3.527 -4.681  -0.21
O: 10.329 -4.308 -3.903  -0.20
C: 10.060 -3.742 -2.580  -0.07
H: 10.820 2.211 -7.379  0.08
H: 12.003 0.750 -7.080  0.08
H: 12.078 2.108 -6.144  0.08
H: 9.564 -0.297 -7.620  0.11
H: 8.632 1.028 -7.022  0.11
H: 7.715 -1.289 -6.441  0.11
H: 8.244 -0.856 -4.916  0.11
H: 8.957 -3.138 -5.619  0.10
H: 10.498 -1.604 -4.245  0.10
H: 11.342 -1.552 -5.711  0.11
H: 12.213 -3.340 -4.221  0.11
H: 11.519 -4.093 -5.571  0.12
H: 9.233 -4.151 -2.000  0.09
H: 9.750 -2.699 -2.642  0.06
H: 11.041 -3.642 -2.115  0.09
C: 9.549 6.838 0.756  -0.11
O: 10.137 6.133 -0.336  -0.16
C: 10.720 4.894 0.012  -0.26
C: 11.548 4.389 -1.071  -0.24
N: 12.393 3.446 -0.418  -0.10
C: 13.210 2.671 -1.355  -0.20
C: 14.021 1.594 -0.655  -0.21
O: 13.066 0.753 -0.014  -0.22
C: 13.674 -0.045 1.020  -0.09
H: 8.775 7.575 0.542  0.09
H: 10.245 7.254 1.485  0.08
H: 9.206 6.129 1.509  0.07
H: 9.950 4.123 0.014  0.13
H: 11.219 4.908 0.981  0.13
H: 12.255 5.153 -1.395  0.14
H: 11.049 3.800 -1.840  0.13
H: 11.887 2.784 0.153  0.11
H: 13.831 3.243 -2.045  0.12
H: 12.442 2.319 -2.044  0.11
H: 14.670 2.110 0.052  0.12
H: 14.560 0.906 -1.306  0.12
H: 14.433 -0.588 0.458  0.08
H: 13.032 -0.666 1.644  0.08
H: 14.143 0.583 1.778  0.08
C: 8.889 0.535 4.668  -0.13
O: 8.032 0.601 3.551  -0.18
C: 7.549 -0.721 3.105  -0.20
C: 6.254 -1.232 3.828  -0.20
N: 5.723 -2.493 3.248  -0.05
C: 4.431 -2.747 3.954  -0.21
C: 3.528 -3.827 3.359  -0.25
O: 4.067 -5.027 3.760  -0.18
C: 3.685 -6.178 2.993  -0.10
H: 8.559 -0.015 5.549  0.09
H: 9.198 1.544 4.943  0.08
H: 9.865 0.317 4.233  0.08
H: 8.239 -1.560 3.012  0.11
H: 7.482 -0.751 2.017  0.11
H: 5.535 -0.414 3.842  0.12
H: 6.634 -1.498 4.815  0.11
H: 6.326 -3.299 3.326  0.10
H: 3.972 -1.758 3.962  0.11
H: 4.471 -3.004 5.012  0.12
H: 3.399 -3.651 2.291  0.13
H: 2.652 -3.804 4.008  0.12
H: 3.266 -7.000 3.572  0.08
H: 4.548 -6.654 2.528  0.08
H: 2.906 -6.110 2.233  0.08
C: -5.775 1.685 -6.121  -0.20
O: -6.663 0.740 -5.887  -0.15
C: -7.860 1.253 -5.366  -0.22
C: -8.431 2.453 -6.150  -0.20
N: -9.743 2.816 -5.523  -0.04
C: -10.965 2.703 -6.380  -0.20
C: -12.261 2.729 -5.570  -0.21
O: -12.306 3.925 -4.777  -0.20
C: -13.002 5.015 -5.360  -0.10
H: -5.769 1.909 -7.188  0.10
H: -4.825 1.222 -5.854  0.10
H: -5.902 2.608 -5.556  0.09
H: -7.774 1.559 -4.323  0.12
H: -8.687 0.543 -5.345  0.12
H: -8.505 2.011 -7.143  0.12
H: -7.798 3.338 -6.088  0.11
H: -9.586 3.802 -5.374  0.09
H: -10.918 1.693 -6.788  0.11
H: -10.970 3.355 -7.253  0.11
H: -12.246 1.856 -4.917  0.12
H: -13.087 2.597 -6.268  0.12
H: -12.572 5.955 -5.017  0.08
H: -13.972 4.914 -4.873  0.08
H: -13.268 4.941 -6.415  0.09